The following is a DFT calculation (ωB97M-V/def2-TZVPD) of a cluster of 3 separate species, C22H36Cl2NO7 in total in a non-equilibrium geometry.

Its multiplicity is 2. The value obtained for the largest force on an atom is 2.3 eV/A. The HOMO energy (alpha / beta) is -8.51 / -9.34 eV.

Structure (XYZ):
```
68
C22H36Cl2NO7, DFT ωB97M-V/def2-TZVPD
C -2.32975 0.05896 3.39915
C -1.79333 -0.04388 2.32733
C -0.98176 0.16787 1.09609
C -1.95015 0.52305 -0.05222
Cl -2.00834 -0.55653 -1.44584
C -2.74371 1.57388 -0.07250
C -3.66804 1.95100 -1.19862
Cl -2.78687 2.72697 1.25246
C -0.26636 -1.19291 0.81251
C 0.93193 -1.52035 1.73263
C 1.68440 -2.68481 1.02325
C 0.52237 -2.12424 3.11406
N 1.91462 -0.41740 1.86016
O 2.77459 -0.38197 0.90850
C 1.30485 0.89697 2.15841
C 0.97139 1.10035 3.66267
C 2.39314 1.96757 1.86238
C 0.10455 1.25779 1.25720
H -2.69668 0.22001 4.38130
H -4.62149 2.20428 -0.71382
H -3.34367 2.87099 -1.69081
H -3.88640 1.13302 -1.87770
H 0.10843 -1.25991 -0.21061
H -1.00757 -1.98642 0.94397
H 1.78807 -2.49781 -0.04613
H 1.05508 -3.57901 1.11218
H 2.64265 -2.89537 1.49857
H 0.94067 -3.13073 3.20610
H -0.55808 -2.25436 3.18996
H 0.91543 -1.55645 3.95779
H 0.67392 2.14655 3.76161
H 0.20949 0.41913 4.02829
H 1.91386 0.99574 4.21110
H 3.33769 1.64472 2.30273
H 2.51184 2.12122 0.78979
H 2.09656 2.92513 2.30184
H -0.27790 2.21319 1.61474
H 0.49179 1.45328 0.24752
C -6.71237 7.49177 -3.72225
C -6.81996 6.35653 -2.72576
O -7.23487 5.14080 -3.36446
C -6.27700 4.47849 -4.01034
O -5.11988 4.80259 -4.08951
O -6.82887 3.39976 -4.57473
C -5.92234 2.63622 -5.36883
H -7.64423 7.60014 -4.27913
H -6.49382 8.42958 -3.21101
H -5.92102 7.30260 -4.44744
H -7.58615 6.58504 -1.98638
H -5.88378 6.20473 -2.18818
H -5.02520 2.37926 -4.80819
H -5.66179 3.19113 -6.26960
H -6.42391 1.71627 -5.65808
C 6.27818 -3.16267 0.61936
C 6.17708 -4.29942 1.61435
O 5.74540 -5.51179 0.97997
C 6.69054 -6.18004 0.31998
O 7.84909 -5.86844 0.22708
O 6.12493 -7.25565 -0.23399
C 7.01397 -8.03378 -1.03583
H 5.33961 -3.04663 0.07522
H 6.50925 -2.22673 1.12836
H 7.05795 -3.35380 -0.11802
H 5.42279 -4.06652 2.36501
H 7.11934 -4.45804 2.13933
H 7.91500 -8.29573 -0.48452
H 7.27003 -7.49096 -1.94513
H 6.48789 -8.94608 -1.30506
```

=====

The following is a DFT calculation (ωB97M-V/def2-TZVPD) of the molecule C4H9NOS in a non-equilibrium geometry.

Its relative energy (zero: lowest compared OMol25 entry of this formula, charge and spin) is 61.78 kcal per mole. Its multiplicity is 1. The value obtained for the largest force on an atom is 4.7 eV/A. The HOMO energy is -9.14 eV.

Structure (XYZ):
```
16
C4H9NOS, DFT ωB97M-V/def2-TZVPD
C 1.57053 1.18454 0.93896
N 1.39386 0.02905 0.00841
C 0.04071 0.24581 -0.59669
C -0.98354 0.12659 0.54535
O -0.75052 -0.38033 1.65027
C -0.48976 -1.02400 -1.38646
S -2.36343 -1.23631 -1.28631
H 2.54615 1.21052 1.42731
H 1.33066 2.10799 0.38135
H 0.88954 1.10182 1.79256
H 1.24816 -0.78810 0.60621
H 0.02590 1.15702 -1.18067
H -1.73877 0.92262 0.56453
H -0.34590 -0.93856 -2.47425
H -0.06146 -1.90203 -0.92870
H -2.31215 -1.81663 -0.06186
```

=====

The following is a DFT calculation (ωB97M-V/def2-TZVPD) of the molecule C2H2N2O in a non-equilibrium geometry.

Its relative energy (zero: lowest compared OMol25 entry of this formula, charge and spin) is 61.27 kcal per mole. Its multiplicity is 1. The value obtained for the largest force on an atom is 2.4 eV/A. The HOMO energy is -9.94 eV.

Structure (XYZ):
```
7
C2H2N2O, DFT ωB97M-V/def2-TZVPD
O -1.92597 -0.12330 0.12664
C -0.77960 -0.01122 -0.06679
C 0.46694 -0.92608 -0.02761
N 1.21408 0.09150 0.15151
N 0.18847 1.05216 0.06738
H 0.72806 -1.99869 0.19616
H 0.10801 1.91562 -0.44730
```

=====

The following is a DFT calculation (ωB97M-V/def2-TZVPD) of the molecule Cl3P in a non-equilibrium geometry.

Its relative energy (zero: lowest compared OMol25 entry of this formula, charge and spin) is 2.59 kcal per mole. Its multiplicity is 1. The value obtained for the largest force on an atom is 2.7 eV/A. The HOMO energy is -10.59 eV.

Structure (XYZ):
```
4
Cl3P, DFT ωB97M-V/def2-TZVPD
Cl -0.95551 1.49864 0.28375
P -0.12347 0.05357 -0.74978
Cl 1.96686 0.00883 0.15964
Cl -0.88789 -1.56104 0.30638
```

=====

The following is a DFT calculation (ωB97M-V/def2-TZVPD) of the molecule C5H7ClN2 in a non-equilibrium geometry.

Its relative energy (zero: lowest compared OMol25 entry of this formula, charge and spin) is 43.58 kcal per mole. Its multiplicity is 1. The value obtained for the largest force on an atom is 5.3 eV/A. The HOMO energy is -10.43 eV.

Structure (XYZ):
```
15
C5H7ClN2, DFT ωB97M-V/def2-TZVPD
C -0.73324 1.91828 0.95095
N -0.15746 0.78079 0.31989
C 0.95024 0.64238 -0.10997
Cl 2.17930 1.92635 -0.44528
C 1.37402 -0.75116 -0.47749
C 0.32253 -1.85172 -0.55718
C 2.50397 -1.06691 0.38229
N 3.36842 -1.50094 0.98817
H -1.55118 2.22987 0.36153
H -0.21511 2.88718 0.93600
H -0.94880 1.67450 1.92822
H 1.95495 -0.93901 -1.49983
H -0.11227 -1.88781 0.48694
H -0.51397 -1.74145 -1.20548
H 0.73833 -2.74999 -0.70914
```

=====

The following is a DFT calculation (ωB97M-V/def2-TZVPD) of a structure of composition C13H17NSV in a non-equilibrium geometry.

Its relative energy (zero: lowest compared OMol25 entry of this formula, charge and spin) is 0.00 kcal per mole. Its multiplicity is 4. The value obtained for the largest force on an atom is 3.4 eV/A. The HOMO energy (alpha / beta) is -7.26 / -8.03 eV.

Structure (XYZ):
```
33
C13H17NSV, DFT ωB97M-V/def2-TZVPD
C -1.10820 -1.07180 -3.33240
C 1.75770 -0.18280 -4.23940
C -1.50490 0.18530 -3.56340
H -1.57880 -1.58020 -2.48980
C 1.47270 1.09020 -3.94060
H 2.71670 -0.56100 -3.88430
H -2.24390 0.59460 -2.87430
H 2.23650 1.64010 -3.38910
C -1.03910 1.14320 -4.63360
H -1.82730 1.88700 -4.80000
H -0.89740 0.63630 -5.58990
C -0.09700 -1.92080 -4.05730
H -0.62780 -2.68370 -4.64830
H 0.46690 -2.48260 -3.29930
C 0.91170 -1.19450 -4.97450
H 0.39030 -0.74150 -5.81950
H 1.57490 -1.95600 -5.40180
C 0.24500 1.90840 -4.24440
H 0.48360 2.62920 -5.04220
H 0.02790 2.52000 -3.35740
V 0.00000 0.00000 0.00000
H -1.35950 0.14050 -0.56360
S 0.76240 2.11010 0.93190
C 0.37970 1.09260 2.37830
C 0.48400 1.43220 3.72420
C 0.11770 0.46420 4.67400
C -0.34090 -0.80090 4.25880
C -0.43180 -1.08580 2.88840
N -0.06350 -0.12350 2.00920
H 0.83480 2.40970 4.02840
H 0.18770 0.69250 5.72900
H -0.62190 -1.54680 4.99080
H -0.78090 -2.04760 2.53810
```

=====

The following is a DFT calculation (ωB97M-V/def2-TZVPD) of a structure of composition C22H18ClMnN3O9P3 in a non-equilibrium geometry.

As for the net charge: -2. Its relative energy (zero: lowest compared OMol25 entry of this formula, charge and spin) is 0.00 kcal per mole. Its multiplicity is 5. The value obtained for the largest force on an atom is 1.3 eV/A. The HOMO energy (alpha / beta) is -2.63 / -2.92 eV.

Structure (XYZ):
```
57
C22H18ClMnN3O9P3, DFT ωB97M-V/def2-TZVPD
Mn -0.77619 -1.88457 0.05330
Cl 2.35234 -1.88231 -0.06918
C 3.10771 -0.35732 -0.37095
C 4.44867 -0.35173 -0.73861
C 5.08112 0.84769 -1.01193
C 4.37117 2.03825 -0.92282
C 3.03594 2.01688 -0.55490
C 2.37270 0.82214 -0.26274
P 0.58655 0.73334 0.21198
C 0.71339 1.05538 2.00840
C 1.86536 1.46174 2.66894
C 1.84911 1.69004 4.04133
C 0.67655 1.52065 4.76000
C -0.48102 1.11277 4.10574
C -0.46445 0.87029 2.74351
C 0.05006 2.35970 -0.43039
C -0.25235 2.43409 -1.78868
C -0.65192 3.63667 -2.34824
C -0.78218 4.76892 -1.55599
C -0.51951 4.69442 -0.19587
C -0.10517 3.49242 0.36484
H 4.97358 -1.29445 -0.81605
H 6.12441 0.85020 -1.30366
H 4.85526 2.98170 -1.14370
H 2.48062 2.94421 -0.49171
H 2.78913 1.59716 2.11980
H 2.75749 1.99893 4.54565
H 0.66577 1.69364 5.83004
H -1.39618 0.95709 4.66367
H -1.34471 0.51077 2.22390
H -0.22686 1.53791 -2.39515
H -0.90376 3.67460 -3.40049
H -1.11745 5.70223 -1.99366
H -0.64362 5.56821 0.43305
H 0.09939 3.43624 1.42635
O -4.30312 1.02192 -0.56693
P -3.06854 0.12252 -1.10259
O -2.42460 0.81476 -2.23056
O -2.24149 -0.26458 0.13498
O -3.79717 -1.23312 -1.57281
P -3.97992 -2.51688 -0.56181
O -4.51094 -1.78052 0.79956
O -5.03387 -3.38710 -1.10143
O -2.59355 -3.02283 -0.24911
H -4.79288 0.49901 0.08384
H -3.70892 -1.42660 1.22101
N -0.32853 -6.12555 -0.39352
C -0.27272 -4.84298 -1.01581
O 0.10590 -3.83525 -0.37457
C -0.62948 -4.73172 -2.36456
C -1.01988 -5.82160 -3.17870
N -1.33995 -6.69735 -3.86070
C -0.52894 -3.41624 -2.89022
N -0.40341 -2.31005 -3.19964
H -0.81561 -5.99046 0.48847
H 0.61875 -6.39949 -0.15306
O -0.52207 -1.89375 1.68233
```

=====

What did the seventh record say?
The following is a DFT calculation (ωB97M-V/def2-TZVPD) of a structure of composition C22H18ClMnN3O9P3 in a non-equilibrium geometry.

As for the net charge: -2. Its relative energy (zero: lowest compared OMol25 entry of this formula, charge and spin) is 0.00 kcal per mole. Its multiplicity is 5. The value obtained for the largest force on an atom is 1.3 eV/A. The HOMO energy (alpha / beta) is -2.63 / -2.92 eV.

Structure (XYZ):
```
57
C22H18ClMnN3O9P3, DFT ωB97M-V/def2-TZVPD
Mn -0.77619 -1.88457 0.05330
Cl 2.35234 -1.88231 -0.06918
C 3.10771 -0.35732 -0.37095
C 4.44867 -0.35173 -0.73861
C 5.08112 0.84769 -1.01193
C 4.37117 2.03825 -0.92282
C 3.03594 2.01688 -0.55490
C 2.37270 0.82214 -0.26274
P 0.58655 0.73334 0.21198
C 0.71339 1.05538 2.00840
C 1.86536 1.46174 2.66894
C 1.84911 1.69004 4.04133
C 0.67655 1.52065 4.76000
C -0.48102 1.11277 4.10574
C -0.46445 0.87029 2.74351
C 0.05006 2.35970 -0.43039
C -0.25235 2.43409 -1.78868
C -0.65192 3.63667 -2.34824
C -0.78218 4.76892 -1.55599
C -0.51951 4.69442 -0.19587
C -0.10517 3.49242 0.36484
H 4.97358 -1.29445 -0.81605
H 6.12441 0.85020 -1.30366
H 4.85526 2.98170 -1.14370
H 2.48062 2.94421 -0.49171
H 2.78913 1.59716 2.11980
H 2.75749 1.99893 4.54565
H 0.66577 1.69364 5.83004
H -1.39618 0.95709 4.66367
H -1.34471 0.51077 2.22390
H -0.22686 1.53791 -2.39515
H -0.90376 3.67460 -3.40049
H -1.11745 5.70223 -1.99366
H -0.64362 5.56821 0.43305
H 0.09939 3.43624 1.42635
O -4.30312 1.02192 -0.56693
P -3.06854 0.12252 -1.10259
O -2.42460 0.81476 -2.23056
O -2.24149 -0.26458 0.13498
O -3.79717 -1.23312 -1.57281
P -3.97992 -2.51688 -0.56181
O -4.51094 -1.78052 0.79956
O -5.03387 -3.38710 -1.10143
O -2.59355 -3.02283 -0.24911
H -4.79288 0.49901 0.08384
H -3.70892 -1.42660 1.22101
N -0.32853 -6.12555 -0.39352
C -0.27272 -4.84298 -1.01581
O 0.10590 -3.83525 -0.37457
C -0.62948 -4.73172 -2.36456
C -1.01988 -5.82160 -3.17870
N -1.33995 -6.69735 -3.86070
C -0.52894 -3.41624 -2.89022
N -0.40341 -2.31005 -3.19964
H -0.81561 -5.99046 0.48847
H 0.61875 -6.39949 -0.15306
O -0.52207 -1.89375 1.68233
```

=====

Which formula does entry 2 have? C4H9NOS

=====

Please write out number 5 again, unchanged.
The following is a DFT calculation (ωB97M-V/def2-TZVPD) of the molecule C5H7ClN2 in a non-equilibrium geometry.

Its relative energy (zero: lowest compared OMol25 entry of this formula, charge and spin) is 43.58 kcal per mole. Its multiplicity is 1. The value obtained for the largest force on an atom is 5.3 eV/A. The HOMO energy is -10.43 eV.

Structure (XYZ):
```
15
C5H7ClN2, DFT ωB97M-V/def2-TZVPD
C -0.73324 1.91828 0.95095
N -0.15746 0.78079 0.31989
C 0.95024 0.64238 -0.10997
Cl 2.17930 1.92635 -0.44528
C 1.37402 -0.75116 -0.47749
C 0.32253 -1.85172 -0.55718
C 2.50397 -1.06691 0.38229
N 3.36842 -1.50094 0.98817
H -1.55118 2.22987 0.36153
H -0.21511 2.88718 0.93600
H -0.94880 1.67450 1.92822
H 1.95495 -0.93901 -1.49983
H -0.11227 -1.88781 0.48694
H -0.51397 -1.74145 -1.20548
H 0.73833 -2.74999 -0.70914
```